Entry 1:
Below is a structure of composition C38H42FN2PdTe2 at a distorted geometry, with properties calculated with ωB97M-V/def2-TZVPD.

Each line ends with the Mulliken spin population.
Element x y z (Å)
Te  1.995  -0.476  1.462  0.14
Te  -0.045  -2.137  -1.530  0.12
Pd  -0.441  -0.336  0.397  0.79
F  -3.045  -0.234  -0.256  0.00
N  -1.815  -1.662  2.207  0.01
N  -1.275  1.792  0.516  0.55
C  4.704  0.326  0.704  -0.01
C  5.651  -1.638  -0.330  0.00
C  -0.412  2.907  0.668  -0.09
C  7.089  0.099  0.498  0.00
C  -0.172  3.365  1.988  0.02
C  -2.754  -3.604  -1.194  0.00
C  -1.970  -3.456  -3.467  0.00
C  -3.054  3.384  0.072  0.16
C  0.147  3.618  -0.433  0.04
C  5.982  0.823  0.918  0.00
C  2.222  -5.832  -1.008  0.00
C  0.898  4.759  -0.167  -0.01
C  -1.820  -3.158  -2.118  0.01
C  -4.361  3.638  -0.262  -0.07
C  -5.228  2.596  -0.587  0.19
C  -3.974  -4.682  -2.962  0.00
C  3.141  -1.421  -0.103  -0.01
C  -2.232  2.797  3.388  0.01
C  1.752  -4.608  -1.461  -0.01
C  6.926  -1.127  -0.128  0.00
C  4.543  -0.914  0.085  0.01
C  3.464  1.078  1.102  0.00
C  -0.704  2.707  3.257  0.01
C  -3.463  1.044  -0.239  0.09
C  -0.250  1.260  3.453  -0.03
C  0.752  -5.699  0.889  0.00
C  -2.533  2.059  0.108  0.12
C  0.779  -3.931  -0.735  0.01
C  0.324  1.802  -2.275  0.00
C  1.712  -6.385  0.158  0.00
C  -3.828  -4.372  -1.617  0.00
C  -4.764  1.286  -0.587  -0.08
C  0.542  4.542  2.172  0.00
C  -3.051  -4.219  -3.887  0.00
C  1.074  5.246  1.112  0.01
C  0.076  3.263  -1.922  -0.01
C  0.292  -4.467  0.449  0.00
C  -1.211  3.754  -2.597  0.01
H  -1.240  -3.100  -4.182  0.00
H  6.117  1.775  1.418  0.00
H  -1.403  4.800  -2.358  0.00
H  0.678  4.917  3.179  0.00
H  3.079  -2.504  -0.039  0.00
H  -6.259  2.802  -0.839  0.01
H  2.735  -1.102  -1.067  0.00
H  2.136  -4.182  -2.380  0.00
H  -5.406  0.457  -0.855  0.00
H  3.107  1.720  0.295  0.00
H  -4.551  -4.731  -0.896  0.00
H  -2.401  4.200  0.352  0.00
H  2.063  -7.350  0.498  0.00
H  -2.725  2.060  2.754  0.00
H  -2.077  3.170  -2.291  0.00
H  -3.161  -4.455  -4.937  0.00
H  -2.647  -3.353  -0.147  0.00
H  -2.357  -2.432  1.837  0.00
H  -0.280  3.288  4.079  0.00
H  0.360  -6.126  1.803  0.00
H  0.637  1.722  -3.318  0.00
H  -0.442  -3.920  1.029  0.00
H  -0.566  0.912  4.439  0.00
H  0.895  3.827  -2.372  0.00
H  -2.520  2.599  4.421  0.00
H  1.343  5.289  -1.001  0.00
H  7.790  -1.696  -0.445  0.00
H  -4.726  4.656  -0.268  0.00
H  1.631  6.156  1.289  0.00
H  -1.114  3.663  -3.681  0.00
H  8.083  0.489  0.673  0.00
H  -0.595  1.226  -2.169  0.00
H  1.111  1.381  -1.649  0.00
H  3.603  1.676  1.999  0.00
H  0.837  1.179  3.393  -0.01
H  -2.482  -0.960  2.506  0.00
H  -2.595  3.790  3.121  -0.01
H  2.981  -6.356  -1.573  0.00
H  -0.686  0.609  2.698  0.03
H  -1.327  -1.992  3.031  0.00
H  5.519  -2.605  -0.799  0.00
H  -4.809  -5.288  -3.289  0.00

Atomic forces in eV per Å
0.5 -0.1 -0.6
0.0 -0.4 0.0
-0.2 0.0 -0.1
0.2 -0.2 0.1
-0.1 0.1 -0.2
-0.1 -0.7 -0.7
0.0 -0.1 0.0
0.0 0.0 0.0
0.5 0.9 0.3
0.0 0.0 0.0
-0.1 -0.2 -0.1
0.0 0.1 0.1
0.1 0.1 0.1
-0.1 0.1 0.1
0.0 -0.5 0.0
0.0 0.0 0.0
0.0 0.0 0.0
0.0 0.1 0.1
0.2 0.3 0.0
0.0 0.1 0.0
0.0 0.0 0.0
0.0 0.0 0.0
0.0 0.0 0.1
0.2 0.0 0.1
0.0 0.1 -0.1
0.0 -0.1 0.0
0.0 0.0 0.1
-0.2 0.1 0.1
-0.2 -0.1 -0.2
0.2 -0.1 0.0
0.0 0.3 0.1
0.0 0.0 0.0
0.0 0.4 0.1
0.0 0.2 0.0
0.0 0.1 0.0
0.0 0.0 0.0
0.0 0.0 0.0
-0.1 0.1 0.0
0.1 0.0 0.1
0.0 0.0 0.0
0.1 0.0 0.0
-0.3 0.0 0.0
0.0 0.1 0.1
0.1 0.1 0.0
0.0 0.0 0.0
0.0 0.0 0.0
0.0 0.0 0.0
0.0 0.0 0.0
0.0 0.0 0.1
0.0 0.0 0.0
-0.1 0.0 0.1
0.0 0.0 0.0
0.0 0.0 0.0
-0.1 0.0 0.1
0.0 0.0 0.0
0.0 0.0 0.0
0.0 0.0 0.0
-0.1 0.0 0.0
0.0 0.0 0.0
0.0 0.0 0.0
0.0 0.0 0.0
0.0 -0.1 0.0
0.0 0.0 0.0
0.0 0.0 0.0
0.0 0.0 0.0
0.0 0.0 0.0
0.0 -0.1 0.0
0.0 0.0 0.1
0.0 0.0 0.0
0.0 0.0 0.0
0.0 0.0 0.0
0.0 0.0 0.0
0.0 0.0 0.0
0.0 0.0 0.0
0.0 0.0 0.0
0.0 -0.2 0.1
0.0 -0.2 0.0
0.0 0.0 0.0
0.0 0.0 0.1
0.0 0.0 0.1
0.0 0.0 0.0
0.0 0.0 0.0
0.0 0.0 0.1
0.0 0.0 0.0
0.0 0.0 0.0
0.0 0.0 0.0

Properties
- Orbital gap (alpha / beta): 8.1 / 6.2 eV
- Net charge: +1
- Relative energy (zero: lowest compared OMol25 entry of this formula, charge and spin): 77.7 kJ/mol
- 2S+1: 3
- DFT total energy: -2346.27252 Ha
- E_HOMO (alpha / beta): -10.15 / -10.63 eV


Entry 2:
Below is a cluster of 2 separate species, C10H16 in total at a distorted geometry, with properties calculated with ωB97M-V/def2-TZVPD.

Each line ends with the natural charge from an NBO analysis.
Element x y z (Å)
C  -1.012  -2.012  -0.706  -0.21
C  2.474  -1.051  -1.778  -0.64
C  1.165  -0.975  -1.033  -0.01
C  -1.335  3.013  -0.197  -0.61
C  -0.914  -1.796  0.666  -0.23
C  -0.836  2.297  2.170  -0.60
C  -0.691  1.944  0.692  -0.40
C  0.138  -1.059  1.155  -0.20
C  1.176  -0.660  0.322  -0.22
C  0.009  -1.584  -1.530  -0.21
H  1.962  0.008  0.667  0.21
H  -0.722  3.918  -0.300  0.20
H  2.657  -0.484  -2.695  0.22
H  -1.422  2.652  -1.227  0.21
H  -0.432  3.287  2.365  0.20
H  -1.906  2.318  2.386  0.20
H  -1.159  1.017  0.379  0.21
H  3.266  -0.718  -1.098  0.21
H  0.367  1.834  0.476  0.19
H  2.684  -2.094  -1.999  0.22
H  -1.713  -2.233  1.244  0.22
H  0.277  -0.822  2.204  0.21
H  -0.380  1.544  2.807  0.20
H  -1.772  -2.664  -1.122  0.21
H  -0.095  -1.677  -2.609  0.21
H  -2.307  3.317  0.180  0.20

Atomic forces in eV per Å
0.6 -0.2 0.0
0.7 0.7 0.2
-0.1 -0.7 0.2
0.8 0.3 -0.5
-0.6 -0.4 -0.6
-0.7 -0.5 -0.6
-0.1 0.9 -0.3
0.8 0.2 0.6
-0.2 0.3 -0.5
0.1 0.4 -0.8
0.1 -0.5 0.3
-0.1 0.0 0.3
-0.7 0.1 -0.1
-0.3 -0.1 0.1
0.2 0.0 0.1
0.0 0.1 0.3
-0.1 -0.3 0.6
0.0 -0.1 -0.1
0.1 0.1 -0.3
0.0 -0.1 -0.1
0.1 0.2 0.6
-0.5 -0.1 0.0
0.1 0.1 0.2
-0.3 0.4 0.1
0.2 -0.5 0.1
-0.2 -0.1 0.0

Properties
- Orbital gap: 10.0 eV
- Relative energy (zero: lowest compared OMol25 entry of this formula, charge and spin): 70.3 kJ/mol
- SMILES: Cc1ccccc1.CCC
- DFT total energy: -390.60909 Ha
- E_HOMO: -9.00 eV


Entry 3:
Below is the molecule C6H10, with properties calculated with ωB97M-V/def2-TZVPD.

Each line ends with the natural charge from an NBO analysis.
Element x y z (Å)
C  0.749  -0.027  -0.906  -0.43
C  -0.369  0.630  -0.116  0.01
C  -0.386  0.169  1.133  -0.20
C  -1.294  1.660  -0.687  -0.64
C  0.354  -1.131  1.259  -0.43
C  1.116  -1.286  -0.082  -0.40
H  0.756  -2.195  -0.572  0.20
H  -0.489  -1.825  1.258  0.20
H  1.590  0.679  -0.935  0.21
H  0.498  -0.256  -1.949  0.20
H  -1.032  0.528  1.930  0.20
H  -2.181  1.771  -0.053  0.22
H  -1.640  1.365  -1.686  0.21
H  2.201  -1.399  0.021  0.21
H  0.936  -1.320  2.168  0.21
H  -0.810  2.637  -0.783  0.22

Atomic forces in eV per Å
0.0 0.1 -0.1
0.1 0.1 0.2
-0.1 0.0 -0.2
0.0 0.1 0.0
-0.2 -0.1 0.0
-0.1 0.0 0.0
0.1 0.1 -0.1
0.3 -0.6 0.3
-0.1 -0.1 -0.1
-0.1 0.0 0.2
0.0 0.0 -0.2
0.2 0.1 -0.1
0.1 0.0 0.2
-0.2 0.1 0.2
0.0 0.3 -0.2
0.0 0.0 -0.1

Properties
- Orbital gap: 9.7 eV
- Relative energy (zero: lowest compared OMol25 entry of this formula, charge and spin): 32.4 kJ/mol
- SMILES: CC1=CCCC1
- DFT total energy: -234.59019 Ha
- E_HOMO: -8.58 eV